--- w ---
Density functional theory data (ωB97M-V with the def2-TZVPD basis set) for a single C3H4P2 molecule.

## Properties
E_LUMO in eV: -0.18
SMILES: C1C2=P3=[P@]12C3

Geometry as ORCA input:
```
! RIJCOSX wB97M-V def2-TZVPD def2/J DEFGRID3
* xyz 0 1
C -0.03522 -1.41887 0.38849
C -1.34820 -1.35520 0.80161
P -2.33693 0.38868 0.40832
P -1.01153 -0.63108 -1.12688
C -0.83752 1.02932 -0.34268
H 0.87506 -0.74358 0.55124
H 0.31778 -2.37569 0.25922
H -0.62830 1.82618 -1.11589
H 0.12857 1.14564 0.24171
*
```

Atomic partial charges in e from the Löwdin method, atoms 1 to 6: atom 1 (C): -0.490, atom 2 (C): -0.459, atom 3 (P): 0.764, atom 4 (P): 0.785, atom 5 (C): -0.796, atom 6 (H): 0.097



--- x ---
Density functional theory data (ωB97M-V with the def2-TZVPD basis set) for a single C3H4P2 molecule.

## Properties
E_LUMO (spin up / spin down) in eV: -0.99 / -1.00
SMILES: C=C=P1=PC1

Geometry as ORCA input:
```
! RIJCOSX wB97M-V def2-TZVPD def2/J DEFGRID3
* xyz 0 1
C 1.13468 0.86092 1.63347
C 0.32623 0.05547 0.95698
P 0.15459 -1.22275 -0.13010
P -1.23952 -2.23975 -1.23205
C -0.97884 -0.45598 -1.38205
H 0.56244 1.65784 2.05576
H 2.17475 1.01464 1.47717
H -1.62582 0.40387 -0.93984
H -0.50852 -0.07425 -2.43934
*
```

Atomic partial charges in e from the Löwdin method, atoms 1 to 6: atom 1 (C): -0.085, atom 2 (C): -0.367, atom 3 (P): 0.554, atom 4 (P): 0.513, atom 5 (C): -0.820, atom 6 (H): 0.044



Which of them is the most stable? Correct choice: w.



--- w ---
Density functional theory data (ωB97M-V with the def2-TZVPD basis set) for a single C5H14N2 molecule.

## Properties
E_LUMO in eV: 0.99
SMILES: CN[C@@H](C)[C@@H](C)N

Geometry as ORCA input:
```
! RIJCOSX wB97M-V def2-TZVPD def2/J DEFGRID3
* xyz 0 1
C 1.27785 -1.84011 -0.98206
N 1.03406 -0.41007 -1.04743
C 0.80580 0.21189 0.23768
C 1.43260 1.60118 0.24026
C -0.83901 0.34724 0.72952
C -1.83973 0.88071 -0.29927
N -1.28650 -0.92168 1.29826
H 2.34083 -2.03699 -1.15106
H 1.00211 -2.39049 -0.07651
H 0.74356 -2.35992 -1.78873
H -0.05676 -0.23709 -1.13043
H 1.24903 -0.37236 1.05577
H 0.94334 2.26705 -0.47482
H 1.38609 2.04815 1.23774
H 2.49199 1.53496 -0.03023
H -0.79800 1.06645 1.55380
H -2.80624 1.09260 0.17202
H -2.02332 0.14872 -1.09418
H -1.47454 1.79238 -0.77980
H -1.40083 -1.61428 0.56264
H -2.18233 -0.80831 1.76687
*
```

Atomic partial charges in e from the Löwdin method, atoms 1 to 6: atom 1 (C): -0.152, atom 2 (N): -0.082, atom 3 (C): -0.390, atom 4 (C): -0.080, atom 5 (C): -0.384, atom 6 (C): -0.085



--- x ---
Density functional theory data (ωB97M-V with the def2-TZVPD basis set) for 2 unconnected molecules or ions with the total composition C5H14N2.

## Properties
E_LUMO in eV: 0.98
SMILES: [H]/N=C/N.CCCC

Geometry as ORCA input:
```
! RIJCOSX wB97M-V def2-TZVPD def2/J DEFGRID3
* xyz 0 1
H -2.45857 -2.67628 -1.02788
N -2.68226 -1.85046 -1.57864
C -2.72702 -0.83860 -0.82247
N -2.84823 0.42815 -1.35321
H -2.66155 -0.84415 0.27112
H -3.38569 1.11507 -0.86497
H -2.33925 0.64648 -2.18721
C 1.89338 1.98004 1.28208
C 1.63838 0.94147 0.19961
C 0.82141 -0.24405 0.73205
C 1.03075 -1.51017 -0.07612
H 0.93690 2.32789 1.67856
H 2.41028 2.85579 0.89694
H 2.53689 1.61560 2.08944
H 2.57635 0.57343 -0.22945
H 1.09360 1.43819 -0.61096
H 1.14570 -0.42063 1.75811
H -0.24049 0.00661 0.74268
H 0.48798 -2.36080 0.33831
H 2.08649 -1.77722 -0.13091
H 0.68494 -1.40637 -1.10706
*
```

Atomic partial charges in e from the Löwdin method, atoms 1 to 6: atom 1 (H): 0.032, atom 2 (N): 0.068, atom 3 (C): -0.411, atom 4 (N): 0.058, atom 5 (H): 0.109, atom 6 (H): 0.074



--- y ---
Density functional theory data (ωB97M-V with the def2-TZVPD basis set) for 2 unconnected molecules or ions with the total composition C5H14N2.

## Properties
E_LUMO in eV: 0.87
SMILES: C=C(C)C.NCN

Geometry as ORCA input:
```
! RIJCOSX wB97M-V def2-TZVPD def2/J DEFGRID3
* xyz 0 1
C 1.98873 -0.78715 -0.37887
C 1.73731 0.20551 -1.22402
C 2.84501 1.01748 -1.83660
C 0.35213 0.60091 -1.64342
H 1.19372 -1.38090 0.05577
H 3.00069 -1.05076 -0.10033
H 2.80655 0.95597 -2.92622
H 3.82353 0.66683 -1.51200
H 2.75289 2.07012 -1.55882
H -0.40607 -0.03216 -1.18847
H 0.25621 0.54730 -2.73048
H 0.15561 1.64246 -1.37418
N -2.41505 0.85591 1.71657
C -2.61372 -0.58458 1.78494
N -1.50951 -1.46086 1.40785
H -1.65775 1.15022 2.32273
H -2.16005 1.14468 0.77824
H -2.89060 -0.82525 2.81181
H -3.46527 -0.83349 1.15187
H -1.26759 -1.31839 0.43279
H -0.68674 -1.23764 1.95769
*
```

Atomic partial charges in e from the Löwdin method, atoms 1 to 6: atom 1 (C): 0.034, atom 2 (C): -0.429, atom 3 (C): -0.077, atom 4 (C): -0.073, atom 5 (H): 0.042, atom 6 (H): 0.059



Which of them is the most stable? Correct choice: x.



--- w ---
Density functional theory data (ωB97M-V with the def2-TZVPD basis set) for a single C5H14N2 molecule.

## Properties
E_LUMO in eV: 1.08
SMILES: CC[C@H](C)NCN

Geometry as ORCA input:
```
! RIJCOSX wB97M-V def2-TZVPD def2/J DEFGRID3
* xyz 0 1
C 2.76907 -0.41471 -0.67993
C 1.73501 0.07596 0.32526
C 0.34284 -0.47581 -0.05299
C -0.11079 -0.20511 -1.44464
N -0.66188 0.39849 0.70082
C -2.07447 0.17516 0.72997
N -2.78178 0.85503 1.81172
H 3.78345 -0.11246 -0.50396
H 2.81086 -1.50453 -1.19511
H 2.45387 0.07144 -1.64379
H 2.01402 -0.32823 1.26089
H 1.41671 1.08942 0.43072
H 0.37643 -1.46755 0.29241
H -0.34708 0.88162 -1.48343
H 0.72932 -0.65679 -2.16228
H -0.94440 -0.97151 -1.71049
H -0.49010 1.43556 0.82435
H -2.60469 0.35572 -0.21210
H -1.84099 -0.96183 0.80879
H -3.24634 0.11974 2.38513
H -3.32905 1.64039 1.51867
*
```

Atomic partial charges in e from the Löwdin method, atoms 1 to 6: atom 1 (C): -0.126, atom 2 (C): -0.213, atom 3 (C): -0.406, atom 4 (C): -0.098, atom 5 (N): -0.124, atom 6 (C): -0.375



--- x ---
Density functional theory data (ωB97M-V with the def2-TZVPD basis set) for 2 unconnected molecules or ions with the total composition C5H14N2.

## Properties
E_LUMO in eV: 0.74

Geometry as ORCA input:
```
! RIJCOSX wB97M-V def2-TZVPD def2/J DEFGRID3
* xyz 0 1
C 0.29795 0.20554 0.64058
C -0.51396 -0.51066 -0.33082
C 2.36276 -0.88964 -0.50171
C 0.11046 1.65904 0.97031
C -1.41787 0.12920 -1.35000
N 1.16404 -0.07574 -0.63662
N -1.85422 -0.73367 1.34032
H 1.16120 0.47613 -1.48579
H 0.62773 -0.40151 1.47778
H -0.45329 -1.59131 -0.35889
H -2.61243 -0.08521 1.55517
H -2.15872 -1.66091 1.63848
H 3.28692 -0.31036 -0.52478
H 2.46671 -1.65793 -1.27382
H 2.35442 -1.40322 0.46043
H 1.02551 2.06695 1.40351
H -0.15716 2.25215 0.09663
H -0.70694 1.69814 1.68799
H -2.42468 -0.23681 -1.15727
H -1.44428 1.21683 -1.29046
H -1.11417 -0.14701 -2.36105
*
```

Atomic partial charges in e from the Löwdin method, atoms 1 to 6: atom 1 (C): -0.313, atom 2 (C): -0.239, atom 3 (C): -0.082, atom 4 (C): -0.044, atom 5 (C): -0.065, atom 6 (N): -0.070



Which of them is the most stable? Correct choice: w.



--- w ---
Density functional theory data (ωB97M-V with the def2-TZVPD basis set) for a single C5H14N2 molecule.

## Properties
E_LUMO in eV: 1.13
SMILES: CCNC[C@H](C)N

Geometry as ORCA input:
```
! RIJCOSX wB97M-V def2-TZVPD def2/J DEFGRID3
* xyz 0 1
C 0.72993 3.20114 -0.15574
C -0.11127 1.94985 -0.36898
N 0.26643 0.90430 0.58845
C -0.62942 -0.23004 0.56882
C 0.05212 -1.52993 0.11958
C 0.39282 -1.70627 -1.33431
N -0.77212 -2.66835 0.63434
H 1.80518 2.99141 -0.06256
H 0.54482 3.94122 -0.92535
H 0.58803 3.55444 0.87041
H -1.17545 2.20468 -0.22914
H -0.09452 1.71073 -1.43632
H 0.26344 1.40322 1.47403
H -1.47022 -0.06067 -0.11271
H -1.04825 -0.50353 1.54122
H 0.99610 -1.54079 0.66854
H 1.02911 -0.90424 -1.71402
H -0.49213 -1.75093 -1.97376
H 0.96886 -2.62291 -1.48575
H -0.58682 -2.71190 1.63491
H -0.30945 -3.53339 0.34227
*
```

Atomic partial charges in e from the Löwdin method, atoms 1 to 6: atom 1 (C): -0.108, atom 2 (C): -0.312, atom 3 (N): -0.066, atom 4 (C): -0.218, atom 5 (C): -0.464, atom 6 (C): -0.075



--- x ---
Density functional theory data (ωB97M-V with the def2-TZVPD basis set) for a single C5H14N2 molecule.

## Properties
E_LUMO in eV: 1.18
SMILES: CCCCNCN

Geometry as ORCA input:
```
! RIJCOSX wB97M-V def2-TZVPD def2/J DEFGRID3
* xyz 0 1
C -2.43677 0.74904 0.39110
C -2.08085 -0.16079 -0.79030
C -0.73166 0.03911 -1.51201
C 0.41590 0.60151 -0.66840
N 1.45002 -0.40864 -0.42487
C 2.16694 -0.28631 0.83368
N 1.27582 -0.61218 1.90343
H -3.46330 0.53710 0.65530
H -2.50907 1.80269 0.07126
H -1.59572 0.78544 1.07094
H -2.84827 -0.08397 -1.56572
H -2.08363 -1.17559 -0.37620
H -0.41110 -0.89388 -1.96707
H -0.95697 0.70207 -2.34690
H 0.14177 0.93460 0.33118
H 0.78223 1.51537 -1.15824
H 2.06061 -0.51471 -1.22151
H 2.99022 -1.00331 0.78385
H 2.57400 0.72173 0.94774
H 1.58378 -0.40686 2.83896
H 0.72004 -1.45244 1.90076
*
```

Atomic partial charges in e from the Löwdin method, atoms 1 to 6: atom 1 (C): -0.115, atom 2 (C): -0.262, atom 3 (C): -0.196, atom 4 (C): -0.242, atom 5 (N): -0.080, atom 6 (C): -0.339



--- y ---
Density functional theory data (ωB97M-V with the def2-TZVPD basis set) for 2 unconnected molecules or ions with the total composition C5H14N2.

## Properties
E_LUMO in eV: 1.07
SMILES: CN[C@@H](C)N.C=C

Geometry as ORCA input:
```
! RIJCOSX wB97M-V def2-TZVPD def2/J DEFGRID3
* xyz 0 1
C -0.09404 -1.90891 -0.13393
N -0.06507 -0.47165 -0.34403
C 1.03802 0.32644 0.28491
C 2.42675 -0.13449 -0.15257
N 0.80807 1.70970 -0.02231
H -0.33200 -2.14024 0.91012
H -0.83914 -2.34739 -0.79510
H 0.85871 -2.37484 -0.37959
H -0.51766 -0.05291 -1.14926
H 0.92924 0.15701 1.36853
H 3.17032 0.45130 0.38634
H 2.61437 -1.17510 0.09990
H 2.55730 0.00974 -1.22516
H 1.07316 1.92783 -0.97594
H 0.41323 2.24241 0.76031
C -1.87634 0.36879 0.68287
C -2.67340 0.92916 -0.31163
H -1.23167 1.03259 1.26219
H -2.32810 -0.33530 1.37881
H -2.23082 1.19379 -1.26592
H -3.70092 0.59206 -0.37853
*
```

Atomic partial charges in e from the Löwdin method, atoms 1 to 6: atom 1 (C): -0.112, atom 2 (N): -0.134, atom 3 (C): -0.486, atom 4 (C): -0.063, atom 5 (N): 0.046, atom 6 (H): 0.081



Which of them is the most stable? Correct choice: w.



--- w ---
Density functional theory data (ωB97M-V with the def2-TZVPD basis set) for a single C5H14N2 molecule.

## Properties
E_LUMO in eV: 1.08
SMILES: CC[C@H](C)NCN

Geometry as ORCA input:
```
! RIJCOSX wB97M-V def2-TZVPD def2/J DEFGRID3
* xyz 0 1
C -1.15588 -2.13892 -1.58313
C -1.10411 -0.85016 -0.73266
C 0.25431 -0.43845 -0.11779
C 1.10069 -1.57856 0.40515
N -0.01021 0.50015 0.97748
C -0.25387 1.87899 0.58769
N 0.94524 2.70828 0.73191
H -2.19640 -2.46127 -1.61261
H -0.73968 -2.01356 -2.58285
H -0.67234 -2.96115 -1.06828
H -1.48555 -0.02728 -1.34238
H -1.79766 -0.99366 0.08852
H 0.75874 0.08953 -0.94622
H 0.65499 -1.92946 1.33688
H 1.02224 -2.44598 -0.23862
H 2.12827 -1.27425 0.56048
H 0.73422 0.50042 1.67192
H -0.60775 1.85298 -0.44479
H -1.03066 2.25973 1.25580
H 1.05219 3.30275 -0.08924
H 1.76591 2.11423 0.76455
*
```

Atomic partial charges in e from the Löwdin method, atoms 1 to 6: atom 1 (C): -0.103, atom 2 (C): -0.212, atom 3 (C): -0.433, atom 4 (C): -0.058, atom 5 (N): -0.058, atom 6 (C): -0.312



--- x ---
Density functional theory data (ωB97M-V with the def2-TZVPD basis set) for a molecular structure, C5H14N2.

## Properties
E_LUMO in eV: 0.69

Geometry as ORCA input:
```
! RIJCOSX wB97M-V def2-TZVPD def2/J DEFGRID3
* xyz 0 1
C -1.15707 1.44881 -0.35372
N -0.72661 0.32343 0.46352
C -2.02304 -1.01063 0.25014
C -2.92849 -1.07889 -0.71136
H -0.79748 0.38011 1.46307
H -1.84118 -1.84183 0.92966
H -1.10838 1.15388 -1.40015
H -2.19450 1.70527 -0.13823
H -0.44212 2.25592 -0.20333
H -3.10238 -0.26349 -1.40593
H -3.53239 -1.96976 -0.86978
C 2.13572 0.35915 -0.90234
C 2.14959 -0.46625 1.35116
N 1.56911 0.47085 0.41933
H 0.21999 -0.31310 0.06628
H 1.70215 1.12191 -1.55253
H 1.93750 -0.63155 -1.35570
H 3.23755 -0.33914 1.41585
H 1.74094 -0.29446 2.34978
H 1.93787 -1.51462 1.06638
H 3.22321 0.50441 -0.88210
*
```

Atomic partial charges in e from the Löwdin method, atoms 1 to 6: atom 1 (C): -0.111, atom 2 (N): -0.031, atom 3 (C): -0.030, atom 4 (C): -0.034, atom 5 (H): 0.112, atom 6 (H): 0.076



--- y ---
Density functional theory data (ωB97M-V with the def2-TZVPD basis set) for a single C5H14N2 molecule.

## Properties
E_LUMO in eV: 1.13
SMILES: CNCCCCN

Geometry as ORCA input:
```
! RIJCOSX wB97M-V def2-TZVPD def2/J DEFGRID3
* xyz 0 1
C 2.38463 1.03481 -1.75895
N 1.93409 0.15198 -0.69397
C 0.87154 0.67587 0.15513
C -0.53288 0.43583 -0.38181
C -1.08138 -0.96523 -0.15633
C -1.37159 -1.31680 1.32122
N -1.97738 -0.17840 2.03792
H 2.99694 0.61442 -2.55099
H 2.92103 1.82186 -1.23292
H 1.51127 1.42921 -2.30286
H 1.91273 -0.82766 -0.88667
H 1.05910 1.74316 0.27382
H 0.95849 0.19211 1.12577
H -0.68601 0.66127 -1.45616
H -1.15065 1.28182 -0.05713
H -0.32359 -1.66390 -0.51664
H -2.00744 -1.08128 -0.72111
H -2.08207 -2.15183 1.34394
H -0.45718 -1.59764 1.83777
H -2.84448 0.08443 1.58740
H -2.03519 -0.34402 3.03261
*
```

Atomic partial charges in e from the Löwdin method, atoms 1 to 6: atom 1 (C): -0.137, atom 2 (N): -0.146, atom 3 (C): -0.233, atom 4 (C): -0.236, atom 5 (C): -0.203, atom 6 (C): -0.284



Which of them is the most stable? Correct choice: w.



--- w ---
Density functional theory data (ωB97M-V with the def2-TZVPD basis set) for a molecular structure, C5H14N2.

## Properties
E_LUMO in eV: -0.89

Geometry as ORCA input:
```
! RIJCOSX wB97M-V def2-TZVPD def2/J DEFGRID3
* xyz 0 1
C -1.66349 0.71927 -1.10807
C -1.21679 -0.23462 -0.03194
C -0.04539 0.20564 0.88295
C 1.07762 0.86081 -0.00398
C 1.93710 -0.24838 -0.70536
N 2.30235 -1.37667 0.13296
N -2.36858 -0.74852 0.71305
H -2.61978 0.36053 -1.51547
H -1.95316 1.68762 -0.67741
H -1.03925 0.90323 -1.98571
H -0.81133 -1.14225 -0.49806
H -0.35789 0.92013 1.64201
H 0.44946 -0.66775 1.28418
H 1.80562 1.36389 0.66754
H 0.57549 1.70487 -0.48823
H 1.23036 -0.67557 -1.43787
H 2.71534 0.21463 -1.31142
H 2.38635 -0.29950 1.50141
H 2.60355 -1.00098 1.12396
H -2.89455 -1.43566 0.19689
H -2.11304 -1.11074 1.61855
*
```

Atomic partial charges in e from the Löwdin method, atoms 1 to 6: atom 1 (C): -0.085, atom 2 (C): -0.475, atom 3 (C): -0.182, atom 4 (C): -0.204, atom 5 (C): -0.362, atom 6 (N): 0.012



--- x ---
Density functional theory data (ωB97M-V with the def2-TZVPD basis set) for a single C5H14N2 molecule.

## Properties
E_LUMO in eV: 1.11
SMILES: CNC[C@H](C)NC

Geometry as ORCA input:
```
! RIJCOSX wB97M-V def2-TZVPD def2/J DEFGRID3
* xyz 0 1
C -1.45738 -1.73270 1.66652
N -0.98609 -0.59006 0.89570
C -0.24043 -0.93630 -0.31031
C 0.29577 0.36367 -0.98266
C 1.06463 -0.01016 -2.23556
N 1.02965 1.32202 -0.20945
C 0.47875 2.05622 0.94234
H -1.22871 -2.68866 1.21658
H -2.52731 -1.58448 1.84972
H -1.00954 -1.68117 2.66715
H -1.44948 0.27574 0.68489
H 0.67792 -1.51159 -0.12899
H -0.88587 -1.52605 -0.97396
H -0.63041 0.88114 -1.28465
H 0.42604 -0.70334 -2.78488
H 1.97657 -0.56059 -2.00353
H 1.35439 0.86320 -2.80196
H 1.93534 1.00166 0.10505
H 1.25637 2.68254 1.36771
H -0.27762 2.76801 0.63531
H 0.19741 1.31090 1.68497
*
```

Atomic partial charges in e from the Löwdin method, atoms 1 to 6: atom 1 (C): -0.118, atom 2 (N): -0.144, atom 3 (C): -0.221, atom 4 (C): -0.444, atom 5 (C): -0.070, atom 6 (N): -0.090



Which of them is the most stable? Correct choice: x.